Version a
This record from OMol25 describes C2H8NO2PS in the gas phase. The level of theory is ωB97M-V with the def2-TZVPD basis set.

```
15
Properties=species:S:1:pos:R:3
C -0.540 1.131 -0.910
C 0.011 -0.254 -0.610
N -0.645 -1.007 0.489
O 2.271 2.084 -0.303
O 1.610 0.181 1.703
P 1.726 0.290 0.159
S 3.259 -0.935 -0.516
H 0.189 1.866 -1.056
H -1.252 1.193 -1.751
H -1.059 1.614 -0.120
H 0.192 -0.844 -1.621
H -1.604 -1.123 0.204
H 3.097 -0.322 -1.656
H -0.236 -1.919 0.652
H 0.863 0.385 2.275
```

The value obtained for the orbital gap is 9.09 eV. As for the SMILES: C[C@H](N)[P@@](=O)(O)S. The total charge is 0. Its spin multiplicity is 1. The LUMO energy comes out at 0.401 eV.

Here are the Mulliken charges for atoms 1 to 2, given in e:
1. C -1.48
2. C 0.31

---

Version b
This record from OMol25 describes a 2-piece molecular cluster, C2H8NO2PS overall. The level of theory is ωB97M-V with the def2-TZVPD basis set.

```
15
Properties=species:S:1:pos:R:3
C -0.948 0.968 -0.908
C -0.780 -0.253 -0.073
N -1.001 -0.121 1.266
O 2.160 -1.688 1.040
O 2.533 -1.190 -1.321
P 1.705 -0.743 0.049
S 2.717 1.132 0.518
H -0.834 0.974 -1.980
H -2.066 1.198 -0.679
H -0.497 1.849 -0.427
H -1.069 -1.250 -0.290
H -0.657 -1.013 1.783
H 3.152 0.534 1.577
H -0.803 0.674 1.835
H 2.901 -2.032 -1.399
```

The value obtained for the orbital gap is 8.23 eV. The total charge is 0. Its spin multiplicity is 1. The LUMO energy comes out at 0.138 eV.

Here are the Mulliken charges for atoms 1 to 2, given in e:
1. C -1.20
2. C 0.13

---

Most stable structure: version b

---

Version a
This record from OMol25 describes a 2-piece molecular cluster, C7H12NO3 overall. The level of theory is ωB97M-V with the def2-TZVPD basis set.

```
23
Properties=species:S:1:pos:R:3
C 2.755 -0.560 2.470
C 3.060 -0.799 1.166
C 1.693 0.348 2.422
C 2.299 -0.049 0.337
C -2.197 -0.459 -3.199
C -1.781 -0.658 1.059
C -1.153 0.223 -1.077
N -0.676 1.462 -0.457
O 1.449 0.668 1.102
O -1.628 0.518 -2.320
O -1.763 -0.621 -0.218
H 3.167 -0.875 3.445
H 3.697 -1.650 0.869
H 0.928 0.717 3.028
H -2.644 0.162 -3.964
H -2.973 -1.109 -2.817
H -1.349 -1.103 -3.601
H -2.514 -1.360 1.503
H 2.187 -0.043 -0.705
H -1.049 0.006 1.613
H -0.272 2.216 -1.051
H -1.473 1.833 0.175
H 0.238 1.134 0.222
```

The value obtained for the orbital gap (spin up / spin down) is 8.72 / 7.87 eV. The total charge is +1. Its spin multiplicity is 1. The LUMO energy (spin up / spin down) comes out at -3.278 / -3.789 eV.

Here are the Mulliken charges for atoms 1 to 2, given in e:
1. C -0.33
2. C -0.54

---

Version b
This record from OMol25 describes an isolated ion of composition C7H12NO3 and charge +1. The level of theory is ωB97M-V with the def2-TZVPD basis set.

```
23
Properties=species:S:1:pos:R:3
C -1.010 1.572 1.898
C -0.219 -0.232 0.754
C -0.637 0.839 -0.171
C 1.413 -3.296 1.170
C 0.667 2.371 -2.534
C 0.012 -2.566 1.266
C -0.622 1.594 -2.312
N -0.488 0.269 2.007
O -1.053 1.846 0.447
O 0.246 -1.384 0.379
O -0.479 0.531 -1.366
H -2.061 1.354 2.217
H -0.575 2.409 2.573
H 2.268 -2.848 1.618
H 1.278 -4.330 1.643
H 1.777 -3.552 0.140
H 0.486 3.049 -3.296
H 0.891 2.743 -1.591
H 1.278 1.506 -2.870
H -0.100 -2.168 2.224
H -0.691 -3.203 0.888
H -1.068 1.109 -3.186
H -1.316 2.385 -1.898
```

The value obtained for the orbital gap is 9.54 eV. The total charge is +1. Its spin multiplicity is 1. The LUMO energy comes out at -4.784 eV.

Here are the Mulliken charges for atoms 1 to 2, given in e:
1. C -0.22
2. C 0.65

---

Most stable structure: version b

---

Version a
This record from OMol25 describes C34H38F6N10PSV as an isolated structure. The level of theory is ωB97M-V with the def2-TZVPD basis set.

```
91
Properties=species:S:1:pos:R:3
V 0.205 0.221 0.527
C 4.371 0.459 -1.010
C 3.106 0.836 -0.562
N 2.286 -0.060 -0.013
C 2.752 -1.322 0.159
C 3.987 -1.680 -0.351
N 4.783 -0.795 -0.945
C 1.940 -2.127 1.087
C 2.206 -3.387 1.576
C 1.449 -3.865 2.659
C 0.530 -2.995 3.265
C 0.327 -1.748 2.712
N 0.960 -1.383 1.600
C -0.351 -0.586 3.311
C -1.014 -0.574 4.526
N -1.397 0.560 5.102
C -1.108 1.693 4.484
C -0.494 1.704 3.234
N -0.136 0.570 2.640
C 1.666 -5.217 3.201
C 2.931 -5.797 3.219
C 3.065 -7.073 3.749
N 2.042 -7.777 4.222
C 0.835 -7.221 4.200
C 0.594 -5.945 3.711
H 5.047 1.190 -1.436
H 2.759 1.855 -0.646
H 4.359 -2.693 -0.260
H 2.990 -3.999 1.152
H 0.038 -3.284 4.183
H -1.234 -1.494 5.053
H -1.373 2.618 4.980
H -0.275 2.634 2.728
H 3.810 -5.265 2.876
H 4.038 -7.546 3.796
H 0.022 -7.822 4.589
H -0.415 -5.553 3.701
F -0.999 -1.224 -0.026
P -2.740 -0.578 -0.014
F -1.923 0.646 0.831
F -2.288 0.192 -1.344
F -3.150 -1.834 -0.843
F -4.100 0.142 0.076
F -2.864 -1.343 1.354
C 0.585 -0.063 -6.786
C -0.716 -0.831 -6.990
C -1.944 -0.123 -6.425
C -1.995 -0.057 -4.905
N -2.120 -1.402 -4.316
C -1.257 -2.004 -3.537
S 0.178 -1.161 -2.990
N -1.366 -3.272 -3.186
C -2.303 -4.229 -3.810
C -3.698 -4.202 -3.203
C -4.598 -5.244 -3.865
C -6.005 -5.238 -3.284
H 1.428 -0.602 -7.218
H 0.808 0.093 -5.727
H 0.537 0.915 -7.269
H -0.630 -1.836 -6.561
H -0.878 -0.985 -8.057
H -2.859 -0.605 -6.781
H -1.985 0.905 -6.794
H -2.852 0.525 -4.565
H -1.096 0.407 -4.491
H -2.956 -1.922 -4.555
H -0.765 -3.605 -2.449
H -1.859 -5.217 -3.690
H -2.321 -4.020 -4.882
H -4.154 -3.210 -3.305
H -3.629 -4.390 -2.128
H -4.149 -6.233 -3.741
H -4.638 -5.057 -4.942
H -5.991 -5.462 -2.216
H -6.629 -5.986 -3.770
H -6.486 -4.268 -3.420
N -1.016 3.990 -0.871
C -0.835 3.006 -0.003
N -0.006 2.065 -0.454
C 0.356 2.492 -1.755
C 1.163 1.924 -2.747
C 1.293 2.605 -3.943
C 0.646 3.826 -4.174
C -0.155 4.401 -3.212
C -0.281 3.705 -2.015
H -1.608 4.795 -0.720
H -1.351 2.979 0.941
H 1.708 1.004 -2.603
H 1.924 2.190 -4.718
H 0.786 4.328 -5.122
H -0.658 5.344 -3.378
```

The value obtained for the orbital gap (spin up / spin down) is 6.21 / 4.69 eV. The total charge is +3. Its spin multiplicity is 4. The LUMO energy (spin up / spin down) comes out at -9.594 / -11.118 eV.

Here are the Mulliken charges for atoms 1 to 2, given in e:
1. V 0.43
2. C -0.82

---

Version b
This record from OMol25 describes C34H38F6N10PSV as an isolated structure. The level of theory is ωB97M-V with the def2-TZVPD basis set.

```
91
Properties=species:S:1:pos:R:3
V 1.305 -0.374 0.113
C 3.924 2.477 -1.886
C 2.899 1.558 -1.636
N 2.776 0.988 -0.444
C 3.682 1.306 0.494
C 4.647 2.295 0.246
N 4.745 2.860 -0.932
C 3.595 0.465 1.676
C 4.520 0.449 2.713
C 4.405 -0.503 3.729
C 3.350 -1.413 3.634
C 2.458 -1.323 2.573
N 2.556 -0.388 1.607
C 1.291 -2.159 2.376
C 0.937 -3.313 3.089
N -0.175 -3.953 2.821
C -0.986 -3.462 1.908
C -0.661 -2.305 1.196
N 0.502 -1.694 1.392
C 5.372 -0.578 4.835
C 4.944 -0.833 6.139
C 5.902 -0.929 7.141
N 7.171 -0.793 6.863
C 7.617 -0.547 5.660
C 6.737 -0.420 4.591
H 4.079 2.914 -2.863
H 2.231 1.277 -2.435
H 5.343 2.628 1.002
H 5.328 1.163 2.727
H 3.243 -2.198 4.364
H 1.564 -3.727 3.864
H -1.908 -4.000 1.737
H -1.354 -1.870 0.483
H 3.898 -0.929 6.383
H 5.637 -1.122 8.171
H 8.686 -0.452 5.536
H 7.121 -0.242 3.599
F 0.586 -0.305 -1.681
P 1.236 -1.830 -2.366
F 0.088 -1.717 -3.444
F 1.816 -3.183 -2.838
F 2.325 -1.768 -1.056
F 0.206 -2.513 -1.302
F 2.231 -0.892 -3.165
C -5.008 -3.998 -4.244
C -5.353 -3.224 -2.981
C -4.271 -3.310 -1.905
C -2.894 -2.870 -2.428
N -2.937 -1.594 -3.099
C -2.844 -0.404 -2.529
S -2.534 -0.246 -0.858
N -3.005 0.696 -3.260
C -2.923 2.038 -2.732
C -4.082 2.407 -1.790
C -5.345 2.881 -2.489
C -5.928 1.897 -3.486
H -5.853 -4.005 -4.929
H -4.752 -5.027 -4.004
H -4.168 -3.551 -4.779
H -6.272 -3.648 -2.562
H -5.569 -2.179 -3.222
H -4.177 -4.341 -1.561
H -4.552 -2.694 -1.048
H -2.518 -3.609 -3.136
H -2.197 -2.793 -1.592
H -3.143 -1.623 -4.088
H -3.272 0.584 -4.228
H -2.904 2.725 -3.576
H -1.984 2.129 -2.176
H -3.737 3.189 -1.112
H -4.309 1.527 -1.177
H -5.148 3.825 -2.999
H -6.094 3.099 -1.724
H -5.288 1.789 -4.359
H -6.892 2.251 -3.837
H -6.067 0.922 -3.025
N -0.233 2.385 2.743
C 0.010 1.137 2.326
N 0.293 1.081 1.032
C 0.184 2.380 0.565
C 0.286 2.913 -0.719
C 0.199 4.286 -0.839
C -0.015 5.117 0.266
C -0.203 4.602 1.531
C -0.114 3.222 1.659
H -0.478 2.673 3.679
H -0.016 0.285 2.985
H 0.394 2.274 -1.585
H 0.292 4.737 -1.814
H -0.043 6.183 0.120
H -0.407 5.241 2.374
```

The value obtained for the orbital gap (spin up / spin down) is 5.69 / 4.19 eV. The total charge is +3. Its spin multiplicity is 4. The LUMO energy (spin up / spin down) comes out at -9.852 / -11.346 eV.

Here are the Mulliken charges for atoms 1 to 2, given in e:
1. V -0.30
2. C -0.79

---

Most stable structure: version a